(1)
{"formula": "F8N4O16S8Sr", "method": "wB97M-V/def2-TZVPD", "total_charge": -1, "total_energy_ev": -147970.993, "orbital_gap_ev": [8.071, 2.937], "spin_multiplicity": 2, "largest_force_ev_per_a": 11.21, "s2": 0.76, "elements": ["Sr", "N", "S", "O", "O", "F", "S", "O", "O", "F", "N", "S", "O", "O", "F", "S", "O", "O", "F", "N", "S", "O", "O", "F", "S", "O", "O", "F", "N", "S", "O", "O", "F", "S", "O", "O", "F"], "positions_angstrom": [[0.0325, -0.0216, -0.0831], [-0.7370, -2.1723, 0.6520], [-2.0567, -2.7969, 0.9295], [-2.5786, -2.5754, 2.2525], [-2.3775, -4.0676, 0.2380], [-2.9395, -1.7979, 0.0377], [0.1123, -3.4712, 1.4608], [0.0835, -4.7895, 0.8380], [0.3162, -3.3902, 2.8974], [1.5273, -2.8674, 0.9136], [-0.8596, 1.8386, 1.1504], [-2.5995, 2.0459, 1.3307], [-3.2524, 2.7538, 0.2210], [-3.2011, 2.1821, 2.6592], [-2.9112, 0.5006, 1.0203], [-0.4824, 3.0105, 2.0446], [-0.5089, 2.7238, 3.4585], [-0.8099, 4.3051, 1.5182], [1.0868, 2.9165, 1.7363], [-0.6766, 0.1900, -2.3586], [-0.2193, 1.4020, -3.4854], [-1.1599, 2.4278, -3.9028], [0.8732, 0.9842, -4.4138], [0.6775, 2.1861, -2.4512], [-1.8413, -0.2376, -3.2346], [-1.5395, -0.8627, -4.5509], [-3.0872, 0.3954, -2.9635], [-2.0794, -1.5785, -2.3762], [2.4415, -0.0002, 0.3031], [3.8748, 0.1244, -0.6538], [4.6654, -1.1138, -0.7908], [4.4903, 1.4492, -0.6975], [3.0752, 0.1683, -2.0241], [3.2309, -0.0072, 1.6270], [3.9477, 1.1952, 2.0135], [3.6177, -1.2541, 2.2702], [1.8649, 0.2047, 2.4138]], "atomic_forces_ev_per_a": [[1.063, -1.358, -0.562], [4.620, -1.807, 1.331], [-10.613, -3.032, -1.943], [0.742, -0.358, -0.413], [1.144, 2.639, 2.016], [0.294, 0.416, 0.229], [6.311, -1.683, 0.220], [-0.538, 2.713, 1.009], [-1.481, 0.467, -2.187], [-0.959, -0.149, 0.157], [-4.369, 0.250, 0.327], [-7.662, -2.172, -1.428], [3.004, -1.191, 2.346], [2.810, 0.378, -2.349], [1.177, 1.438, 0.049], [7.715, 4.114, 2.655], [-1.014, 0.107, -1.302], [-0.989, -1.223, 0.605], [-1.324, 0.061, 0.131], [2.470, 4.040, -2.185], [6.170, 2.446, -2.613], [0.502, -2.354, 0.798], [-3.755, 0.334, 2.166], [-0.027, 0.297, 1.397], [-5.952, -8.377, -2.348], [-0.251, 2.913, 2.673], [0.321, 1.164, -0.789], [0.324, -0.251, 0.064], [4.042, 0.081, -3.384], [1.328, 0.208, -5.046], [-1.819, 2.869, 1.339], [-0.896, -2.576, 0.985], [-0.476, -0.362, 0.145], [-0.100, -0.482, 8.564], [-0.255, -1.447, -1.405], [0.384, 1.395, -2.237], [-1.941, 0.489, 0.987]]}


(2)
{"formula": "C6H10N2O", "method": "wB97M-V/def2-TZVPD", "total_energy_ev": -11405.260, "orbital_gap_ev": 10.120, "de_lowest_ev": 6.8282, "spin_multiplicity": 1, "largest_force_ev_per_a": 6.18, "elements": ["C", "C", "C", "C", "C", "O", "C", "N", "N", "H", "H", "H", "H", "H", "H", "H", "H", "H", "H"], "positions_angstrom": [[0.6079, 2.7075, 0.1224], [1.2641, 1.6248, 0.2539], [1.8289, 0.3522, 0.2910], [0.7387, -0.6645, -0.3170], [1.1094, -2.0743, 0.1458], [-0.4728, -0.2920, 0.3976], [-1.4716, 0.3601, -0.3353], [-2.3836, 1.2316, 0.2124], [-2.8710, -0.1085, -0.0251], [-0.2551, 2.3690, -0.5226], [2.8081, 0.2302, -0.2242], [1.8547, 0.1983, 1.3413], [0.6439, -0.6754, -1.3935], [2.0329, -2.4795, -0.3313], [0.3790, -2.8816, -0.0252], [1.3744, -2.0332, 1.2505], [-1.2148, 0.7056, -1.3294], [-2.3305, 1.4299, 1.2852], [-3.6426, -0.0002, -0.7964]], "atomic_forces_ev_per_a": [[1.167, -4.142, -0.302], [-2.409, 5.443, -1.649], [0.451, -1.880, -1.386], [0.255, -0.096, 2.412], [1.251, -0.730, 1.132], [-0.535, -0.010, -1.239], [-0.531, -1.399, -0.242], [-0.574, 2.445, 3.899], [-0.931, -0.148, -1.873], [0.353, 1.536, 0.555], [-0.572, 0.144, 0.516], [0.622, -1.242, 1.039], [-0.172, 0.675, -0.289], [-0.445, 0.707, 0.057], [-0.189, 0.773, 0.079], [-0.613, -0.177, -1.235], [0.342, -0.721, -0.327], [0.266, -0.783, -2.451], [2.265, -0.393, 1.303]]}


(3)
{"formula": "C3H6N3O", "method": "wB97M-V/def2-TZVPD", "total_charge": 1, "total_energy_ev": -9715.921, "orbital_gap_ev": 9.072, "de_lowest_ev": 2.8091, "spin_multiplicity": 1, "largest_force_ev_per_a": 1.56, "elements": ["N", "C", "N", "N", "C", "C", "O", "H", "H", "H", "H", "H", "H"], "positions_angstrom": [[-1.1310, 2.1745, -0.2736], [-0.7259, 1.0820, -0.1060], [-0.4379, -0.1522, -0.1059], [-1.4827, -1.0557, 0.1607], [0.8081, -0.7501, -0.4583], [2.0267, -0.2378, -0.2664], [2.3925, 0.9156, 0.2757], [-1.2841, 3.0597, 0.1739], [-1.8064, -1.0345, 1.1230], [-2.2525, -1.0033, -0.4984], [0.6622, -1.7272, -0.8801], [2.8827, -0.8108, -0.5994], [1.6900, 1.3809, 0.7490]], "atomic_forces_ev_per_a": [[0.377, -0.989, -0.111], [-0.648, 1.370, -0.361], [-0.219, -0.426, 0.204], [-0.488, -0.482, 0.315], [0.741, -0.076, -0.105], [-0.375, -0.445, -0.182], [0.054, 0.618, 0.359], [0.051, 0.232, 0.240], [0.251, 0.126, -0.080], [0.216, 0.261, -0.091], [0.011, -0.069, -0.090], [-0.084, -0.034, -0.046], [0.112, -0.087, -0.053]]}


(4)
{"formula": "C5H6OS2", "method": "wB97M-V/def2-TZVPD", "total_energy_ev": -28998.178, "orbital_gap_ev": 8.281, "de_lowest_ev": 1.7782, "spin_multiplicity": 1, "largest_force_ev_per_a": 1.17, "elements": ["S", "C", "C", "C", "C", "O", "C", "S", "H", "H", "H", "H", "H", "H"], "positions_angstrom": [[-2.6439, -0.7724, -0.5797], [-1.1898, -0.3264, -0.0702], [-0.1371, -0.9211, 0.8506], [0.0703, 0.5233, 1.3585], [-0.4255, 1.0025, -0.0327], [0.6488, 1.0572, -0.9585], [1.0490, -0.1986, -1.4427], [1.3045, -1.4507, -0.1298], [-0.4494, -1.7244, 1.5228], [-0.6270, 0.7677, 2.1155], [1.0799, 0.7741, 1.6196], [-0.9929, 1.9368, -0.1296], [2.0215, -0.0582, -1.9810], [0.2916, -0.6099, -2.1430]], "atomic_forces_ev_per_a": [[0.379, 0.109, 0.132], [-0.146, -0.133, -0.185], [-0.410, -0.387, -0.001], [0.286, -0.371, -0.966], [-0.198, 0.385, 0.061], [0.045, -0.020, -0.086], [0.471, -0.243, -0.746], [0.026, 0.130, -0.013], [0.150, 0.139, -0.125], [-0.688, 0.328, 0.888], [0.458, 0.257, 0.134], [0.165, -0.325, 0.074], [-0.904, -0.166, 0.505], [0.365, 0.298, 0.326]]}


(5)
{"formula": "C2H5N3OS2", "method": "wB97M-V/def2-TZVPD", "total_energy_ev": -30341.173, "orbital_gap_ev": 8.256, "de_lowest_ev": 2.0954, "spin_multiplicity": 1, "largest_force_ev_per_a": 3.48, "elements": ["N", "C", "N", "S", "C", "S", "N", "O", "H", "H", "H", "H", "H"], "positions_angstrom": [[-0.2374, 1.6410, 0.8793], [-0.1793, 0.4471, 0.2112], [-0.8550, -0.6382, 0.5263], [-2.1287, -0.3929, 1.6559], [0.9542, 0.3200, -0.8061], [1.8146, 1.6718, -1.3009], [1.2368, -0.8848, -1.2858], [0.5979, -2.0050, -1.0810], [-0.9256, 1.9470, 1.5253], [0.2955, 2.3664, 0.3998], [-2.4825, -1.7965, 1.5976], [2.0697, -0.9146, -1.8656], [-0.1601, -1.7612, -0.4559]], "atomic_forces_ev_per_a": [[0.958, -0.321, -1.821], [-0.118, -0.926, 1.481], [0.272, 1.727, -0.658], [-0.103, -2.700, -0.379], [-0.384, 0.233, 0.176], [-0.072, -0.246, 0.116], [1.253, 3.245, -0.110], [-1.455, -2.356, 0.581], [-0.664, -0.319, 0.292], [-0.016, -0.076, 0.239], [0.326, 2.248, 0.286], [-0.289, -0.396, -0.082], [0.292, -0.115, -0.120]]}


(6)
{"formula": "C6H12NO3PS", "method": "wB97M-V/def2-TZVPD", "total_energy_ev": -34170.313, "orbital_gap_ev": 8.314, "de_lowest_ev": 4.0223, "spin_multiplicity": 1, "largest_force_ev_per_a": 5.95, "elements": ["C", "C", "C", "C", "C", "C", "N", "O", "O", "O", "P", "S", "H", "H", "H", "H", "H", "H", "H", "H", "H", "H", "H", "H"], "positions_angstrom": [[-0.3990, -1.2192, -0.0196], [0.7072, 0.5784, 1.2029], [1.8907, -1.0403, -0.2045], [1.5134, 1.6715, 0.4346], [2.6149, 0.1131, -0.9226], [-3.4567, -1.6392, 0.0721], [0.6679, -0.6177, 0.3245], [-0.5671, -2.2082, -0.6706], [2.7373, 1.2072, 0.0005], [-2.3851, 2.6236, -0.3136], [-2.4457, -0.2762, 0.7392], [-2.6851, 1.1213, -0.9201], [1.2403, 0.2459, 2.1242], [-0.2805, 0.8546, 1.5093], [1.8632, -1.8898, -0.9633], [2.5793, -1.3103, 0.7023], [1.0852, 2.2309, -0.4823], [1.7780, 2.3261, 1.1883], [3.6801, -0.1847, -1.3704], [2.0118, 0.3513, -1.8061], [-2.6313, -2.2671, -0.6076], [-4.3000, -1.3082, -0.4949], [-3.6791, -2.2939, 0.9616], [-1.5397, 2.9306, -0.4838]], "atomic_forces_ev_per_a": [[-5.906, -0.341, 0.596], [1.273, -0.950, -1.347], [4.559, -1.297, -0.150], [-1.208, -0.363, -0.962], [1.288, -0.553, -0.285], [3.254, -2.141, -0.343], [0.601, 2.235, 1.183], [0.279, -0.645, -0.680], [1.571, -1.404, -1.251], [-2.958, -0.475, 1.208], [1.997, 0.247, -0.870], [0.177, -0.882, -0.074], [0.007, 0.594, -0.603], [-0.543, 0.262, -0.170], [-0.585, 0.880, 1.451], [-1.023, 0.025, -1.603], [-0.462, -0.995, 1.624], [0.260, 2.098, 1.318], [-2.213, 0.636, 1.473], [-0.097, 0.550, 0.055], [-2.284, 1.371, 1.425], [-0.569, -0.020, -0.222], [-0.175, 0.632, -1.065], [2.759, 0.535, -0.709]]}


(7)
{"formula": "H3N3O", "method": "wB97M-V/def2-TZVPD", "total_energy_ev": -6561.697, "orbital_gap_ev": [9.924, 9.924], "de_lowest_ev": 3.6923, "spin_multiplicity": 1, "largest_force_ev_per_a": 5.81, "elements": ["H", "N", "N", "N", "O", "H", "H"], "positions_angstrom": [[0.6034, -1.3513, 1.5031], [0.7057, -0.4715, 0.9954], [-0.1735, -0.2786, 0.1457], [-0.0724, 0.8474, -0.6315], [-1.4878, -1.0157, 0.1774], [0.8152, 1.2741, -0.5356], [-0.3906, 0.9955, -1.6545]], "atomic_forces_ev_per_a": [[-1.002, 0.295, -0.171], [0.899, 0.529, -1.270], [-4.984, -2.474, 0.787], [-0.886, 0.463, -1.660], [5.047, 2.732, -0.924], [1.045, 0.141, 0.547], [-0.119, -1.686, 2.690]]}